Molecular formula: C23H16F3N2
Method: DFT, the ωB97M-V functional and the def2-TZVPD basis

Geometry as XYZ:
```
44
Properties=species:S:1:pos:R:3:nbo_charge:R:1
F 6.1631 1.8156 1.0678 -0.312
C 5.8311 0.6646 1.7313 0.964
F 6.5495 -0.3463 1.1582 -0.311
F 6.2993 0.8043 3.0159 -0.309
C 4.3552 0.4070 1.6961 -0.059
C 3.8712 -0.9003 1.6627 -0.139
C 2.5074 -1.1089 1.5986 -0.112
C 1.5644 -0.0267 1.5631 -0.188
C 0.1910 -0.3726 1.3747 0.151
C -0.9990 0.3915 1.5642 -0.106
C -2.2315 -0.3379 1.6181 -0.099
C -3.4561 0.3059 1.6696 -0.227
C -3.5187 1.7086 1.6929 -0.085
C -2.3294 2.4464 1.6895 -0.208
C -1.0901 1.8124 1.6337 -0.136
C 2.1148 1.2832 1.6906 -0.105
C 3.4852 1.4889 1.7262 -0.182
H 4.5614 -1.7385 1.6903 0.250
H 2.1221 -2.1325 1.5937 0.232
H 0.0235 -1.4432 1.2291 0.232
H -2.1835 -1.4300 1.6272 0.233
H -4.3775 -0.2791 1.6931 0.254
H -4.4833 2.2168 1.7291 0.249
H -2.3643 3.5373 1.7373 0.244
H -0.1922 2.4208 1.6463 0.215
H 1.4737 2.1517 1.7808 0.218
H 3.8808 2.4982 1.7894 0.257
N -6.0452 -0.1778 -2.1234 -0.291
C -4.9172 -0.4173 -2.3315 0.266
C -3.5385 -0.7363 -2.5896 -0.183
C -2.5273 -0.0532 -1.8927 -0.139
C -1.1929 -0.4327 -2.0731 -0.127
C -0.9099 -1.4461 -3.0403 0.221
N 0.4624 -1.5895 -3.1030 -0.531
C 1.0648 -0.7379 -2.1985 0.008
C 0.0747 -0.0283 -1.5308 -0.317
C -1.8933 -2.0755 -3.7878 -0.245
C -3.2240 -1.7298 -3.5343 -0.156
H -2.7660 0.7688 -1.2136 0.221
H 0.9401 -2.2041 -3.7519 0.429
H 2.1431 -0.7018 -2.0820 0.230
H 0.2020 0.7630 -0.8081 0.218
H -1.6102 -2.8128 -4.5364 0.232
H -4.0308 -2.2259 -4.0720 0.243
```

Calculated values
net charge: +1
E_LUMO: -6.281 eV
HOMO level: -11.28 eV
HOMO-LUMO gap: 0.1836 hartree